The following is a quantum chemistry calculation of a structure of composition C34H72N3O3P2S2SiY at a distorted geometry, from the Open Molecules 2025 dataset.

gap between HOMO and LUMO: 6.36 eV
net charge: -2
highest occupied orbital energy: -2.208 eV
energy above the lowest of the compared OMol25 structures with the same formula, charge and spin: 11.9 kcal/mol

Last column: Löwdin charge in e.
CARTESIAN COORDINATES (ANGSTROEM)
Y1 0.483356 0.451800 -0.052529  1.31
C1 -2.101144 -1.325032 3.218139  -0.05
C2 -1.460331 -2.263397 2.229125  -0.36
C3 -1.814718 -3.606445 2.232283  -0.09
C4 -1.152696 -4.456535 1.348517  -0.11
C5 -0.174582 -3.954141 0.534123  -0.05
C6 0.119055 -2.564969 0.557360  -0.46
N1 -0.553170 -1.753923 1.412747  0.10
N2 1.029013 -1.968083 -0.208309  -0.15
Si1 2.378418 -2.717439 -0.919960  0.40
C7 2.067275 -3.933250 -2.383872  -0.17
C8 3.377382 -3.714965 0.401383  -0.17
C9 3.483348 -1.301778 -1.556985  -0.17
H1 -1.864657 -1.637203 4.236846  0.07
H2 -3.186038 -1.330601 3.104929  0.07
H3 -1.724880 -0.318344 3.059275  0.06
H4 -2.584173 -3.982095 2.894672  0.09
H5 -1.405118 -5.511812 1.320366  0.09
H6 0.364240 -4.583831 -0.154408  0.07
H7 1.614633 -4.865841 -2.058300  0.00
H8 2.987389 -4.180076 -2.905609  0.01
H9 1.389345 -3.475029 -3.095330  0.00
H10 2.870141 -4.641703 0.654183  0.01
H11 3.446879 -3.129604 1.312868  0.00
H12 4.387172 -3.963615 0.085565  0.01
H13 2.915416 -0.664482 -2.230743  0.00
H14 4.360162 -1.659175 -2.093026  0.02
H15 3.814529 -0.688718 -0.725165  0.00
C10 -4.218381 1.230145 -0.425087  -0.12
C11 -2.748494 1.220039 -0.885218  -0.56
C12 -2.439328 2.489954 -1.670892  -0.11
C13 -1.801571 1.050101 0.316520  -0.30
H16 -4.897241 1.307044 -1.276658  0.06
H17 -4.410308 2.065666 0.250614  0.06
H18 -4.446547 0.302772 0.101880  0.06
H19 -2.643676 0.369669 -1.569725  0.08
H20 -2.582038 3.370997 -1.040719  0.07
H21 -3.088807 2.573257 -2.543720  0.07
H22 -1.405831 2.465862 -2.012072  0.04
H23 -2.245247 0.236536 0.911339  0.00
H24 -1.923567 1.960874 0.937400  0.02
C14 2.165513 -1.634104 -5.437356  -0.07
C15 0.924633 -1.383939 -6.292009  -0.50
C16 -0.163073 -2.420297 -6.045628  -0.10
O1 0.473975 -0.067355 -6.090289  -0.35
P1 -0.601274 0.435470 -4.930850  -0.11
S1 -2.406543 0.392077 -5.746775  0.15
S2 -0.239372 -0.428057 -3.172828  0.29
O2 -0.064466 1.958817 -4.788753  -0.35
C17 0.395573 2.849467 -5.782574  -0.47
C18 -0.409215 2.767590 -7.073023  -0.10
C19 1.883224 2.639541 -6.064585  -0.05
H25 2.573740 -2.624086 -5.633335  0.07
H26 1.896597 -1.552627 -4.386706  0.01
H27 2.920993 -0.881295 -5.661131  0.08
H28 1.206679 -1.410221 -7.361824  0.14
H29 -0.425400 -2.414213 -4.989251  0.03
H30 0.187762 -3.409987 -6.337326  0.07
H31 -1.049434 -2.159526 -6.622204  0.05
H32 0.262119 3.844325 -5.328276  0.14
H33 -0.356282 1.754578 -7.464967  0.05
H34 -0.002132 3.467381 -7.803472  0.07
H35 -1.454721 3.000168 -6.883424  0.06
H36 2.022980 1.708978 -6.606453  0.07
H37 2.433551 2.582569 -5.130960  0.06
H38 2.259229 3.468035 -6.661849  0.07
C20 2.836039 -1.206518 3.968312  -0.12
C21 2.714282 0.257461 4.389644  -0.59
C22 1.309528 0.400745 4.970664  -0.12
C23 3.754728 0.608828 5.447915  -0.09
P2 2.636475 1.282690 2.712432  0.83
N3 1.830323 0.498825 1.708919  -0.35
C24 1.943073 3.062460 3.168186  -0.58
C25 0.419001 2.938395 3.196427  -0.11
C26 2.277454 3.927861 1.954984  -0.11
C27 2.431253 3.763562 4.435027  -0.09
C28 4.502513 1.573722 2.156389  -0.58
C29 5.087842 0.162444 2.135100  -0.12
C30 4.444982 2.036640 0.696687  -0.12
C31 5.437871 2.488232 2.948117  -0.09
H39 2.379039 -1.863920 4.711671  0.07
H40 3.866021 -1.525190 3.839719  0.06
H41 2.303295 -1.327184 3.023572  0.05
H42 1.111576 -0.369994 5.722302  0.08
H43 0.596791 0.278525 4.155568  0.06
H44 1.166335 1.367094 5.447420  0.05
H45 3.609036 -0.017067 6.333932  0.08
H46 3.671824 1.649599 5.750389  0.06
H47 4.764660 0.433239 5.084885  0.05
H48 0.103995 2.263982 2.391513  0.04
H49 -0.046162 3.913999 3.032194  0.08
H50 0.047136 2.554923 4.143079  0.06
H51 2.023130 3.390389 1.038417  0.05
H52 3.326843 4.208627 1.934741  0.06
H53 1.695496 4.855386 1.976158  0.08
H54 2.040136 3.288822 5.332348  0.05
H55 2.085375 4.802031 4.435321  0.08
H56 3.515739 3.775201 4.494883  0.05
H57 4.369597 -0.503738 1.660487  0.06
H58 5.309932 -0.199157 3.135603  0.05
H59 6.019854 0.144112 1.562789  0.08
H60 3.477209 1.772851 0.263312  0.04
H61 5.226246 1.547754 0.112302  0.08
H62 4.590647 3.110832 0.599674  0.06
H63 5.500382 2.202458 3.994583  0.05
H64 5.126701 3.527931 2.891259  0.05
H65 6.443016 2.423757 2.518963  0.08
C32 0.913593 4.467660 -1.702843  -0.06
C33 1.514888 3.057374 -1.928442  -0.58
C34 2.981643 3.219841 -2.389052  -0.07
O3 1.438129 2.289268 -0.793021  -0.41
H66 0.931100 5.041531 -2.629451  0.06
H67 1.484472 4.992549 -0.937863  0.06
H68 -0.114362 4.373857 -1.357987  0.06
H69 0.959254 2.599017 -2.771097  0.09
H70 3.547281 3.735770 -1.613368  0.06
H71 3.046034 3.788677 -3.318901  0.05
H72 3.423194 2.235918 -2.535771  0.07

Cartesian forces (eV/Å) of the 2 atoms listed first:
0.91 -0.38 0.06
0.06 0.03 -0.11